A molecular structure, C37H34BrCl2GeN3O5S2SbSe4V at a distorted geometry, computed with ωB97M-V with the def2-TZVPD basis set.

- HOMO (spin up / spin down): -0.2657 / -0.2639 hartree
- Frontier orbital gap (spin up / spin down): 5.79 / 5.53 eV
- DFT total energy: -19128.29023 Eh

Structure (ORCA input):
```
! wB97M-V def2-TZVPD RIJCOSX def2/J DEFGRID3
* xyz 0 3
V -0.86 -0.04 0.31
O 0.22 0.82 3.08
C 0.49 2.17 3.08
C 0.37 2.93 4.23
C 0.72 4.27 4.17
C 1.17 4.84 2.99
C 1.26 4.07 1.84
C 0.91 2.73 1.89
C 1.07 1.84 0.72
O 0.00 1.34 0.18
N 2.27 1.52 0.41
N 2.55 0.63 -0.57
C 2.38 0.89 -1.81
S 3.09 -0.17 -2.98
C 2.53 0.76 -4.46
C 2.32 2.22 -4.10
S 1.56 2.33 -2.44
H 0.08 0.51 3.99
H 0.02 2.48 5.15
H 0.63 4.87 5.07
H 1.45 5.88 2.96
H 1.60 4.50 0.91
H 1.62 0.29 -4.84
H 3.31 0.66 -5.21
H 1.63 2.69 -4.80
H 3.26 2.77 -4.05
O -6.08 3.93 0.10
C -4.96 3.25 -0.12
C -3.69 3.72 0.22
C -2.58 2.94 -0.07
N -2.67 1.74 -0.63
C -3.88 1.30 -0.94
Br -3.94 -0.36 -1.75
C -5.05 1.99 -0.72
H -5.90 4.80 0.48
H -3.56 4.69 0.68
H -1.58 3.28 0.17
H -6.01 1.60 -1.02
O -2.07 0.69 1.81
C -2.01 -0.53 1.84
O -2.06 -1.19 0.75
C -1.95 -1.33 3.08
C -3.26 -2.09 3.01
Ge -3.31 -3.72 1.76
C -3.07 -5.26 2.98
C -2.75 -5.14 4.33
C -2.64 -6.25 5.14
C -2.84 -7.51 4.61
C -3.14 -7.65 3.27
C -3.25 -6.53 2.47
C -1.82 -3.92 0.43
C -1.95 -3.94 -0.96
C -0.84 -4.10 -1.77
C 0.43 -4.21 -1.21
C 0.57 -4.25 0.17
C -0.55 -4.11 0.98
C -5.19 -3.82 1.11
C -5.61 -3.50 -0.17
C -6.95 -3.59 -0.51
C -7.89 -3.99 0.42
C -7.47 -4.31 1.71
C -6.14 -4.23 2.04
H -1.91 -0.64 3.93
H -1.09 -2.00 3.08
H -4.05 -1.39 2.70
H -3.55 -2.45 4.01
H -2.58 -4.16 4.76
H -2.40 -6.13 6.19
H -2.75 -8.38 5.24
H -3.29 -8.63 2.85
H -3.50 -6.64 1.42
H -2.93 -3.85 -1.43
H -0.96 -4.16 -2.86
H 1.29 -4.29 -1.87
H 1.54 -4.38 0.63
H -0.45 -4.18 2.06
H -4.91 -3.17 -0.93
H -7.26 -3.35 -1.52
H -8.93 -4.06 0.16
H -8.20 -4.62 2.45
H -5.82 -4.50 3.04
Se -2.67 -2.78 -4.63
Sb -1.01 -1.11 -3.93
Se -1.06 0.71 -5.55
Se 0.70 -2.64 -4.76
Se -0.77 -0.50 -1.62
Cl 0.81 -1.32 0.62
C 2.00 -1.11 1.84
Cl 1.73 -2.27 3.17
H 1.97 -0.10 2.22
H 2.96 -1.32 1.36
*
```

=====

2 unconnected molecules or ions with the total composition C4H8N2O, computed with ωB97M-V with the def2-TZVPD basis set.

- HOMO: -0.3264 hartree
- Frontier orbital gap: 9.47 eV
- DFT total energy: -341.87320 Eh

Structure (ORCA input):
```
! wB97M-V def2-TZVPD RIJCOSX def2/J DEFGRID3
* xyz 0 1
C -1.76 0.54 1.42
N -0.52 0.25 1.32
C 0.69 0.14 -1.34
C 1.87 -0.28 -0.49
O 2.18 0.69 0.49
C -0.43 -0.53 -1.49
N -1.52 -1.08 -1.59
H -2.51 -0.17 1.80
H -2.10 1.54 1.11
H -2.09 -0.73 -0.82
H -0.36 -0.73 1.60
H 0.75 1.12 -1.78
H 2.74 -0.33 -1.15
H 1.72 -1.28 -0.05
H 1.35 0.85 0.97
*
```

=====

3 unconnected molecules or ions with the total composition C8H14Cl4O3 at a distorted geometry, computed with ωB97M-V with the def2-TZVPD basis set.

- HOMO: -0.3917 hartree
- Frontier orbital gap: 11.08 eV
- DFT total energy: -2379.72249 Eh

Structure (ORCA input):
```
! wB97M-V def2-TZVPD RIJCOSX def2/J DEFGRID3
* xyz 0 1
C 1.28 2.02 -0.95
C -0.01 2.85 -1.14
C 0.29 4.21 -1.78
O -0.78 4.36 -2.71
C -1.42 3.21 -2.87
O -2.34 3.03 -3.57
O -0.85 2.24 -2.09
H 1.66 2.19 0.05
H 1.99 2.21 -1.75
H 1.00 0.96 -1.01
H -0.45 2.95 -0.14
H 1.25 4.32 -2.28
H 0.28 5.02 -1.05
Cl -3.39 -0.88 -0.96
C -2.23 -1.52 0.23
C -1.46 -0.40 0.87
Cl -2.47 0.56 2.01
H -1.58 -2.23 -0.27
H -2.74 -2.12 0.98
H -0.86 0.21 0.20
H -0.70 -0.83 1.53
Cl 1.75 -6.15 2.22
C 2.22 -4.51 1.80
C 1.16 -3.57 2.31
Cl 1.62 -1.85 2.16
H 2.42 -4.50 0.73
H 3.19 -4.28 2.24
H 1.00 -3.81 3.36
H 0.17 -3.68 1.87
*
```

=====

A single C4H5NO molecule at a distorted geometry, computed with ωB97M-V with the def2-TZVPD basis set.

- HOMO: -0.3629 hartree
- Frontier orbital gap: 10.64 eV
- DFT total energy: -285.35392 Eh

Structure (ORCA input):
```
! wB97M-V def2-TZVPD RIJCOSX def2/J DEFGRID3
* xyz 0 1
N -1.21 1.10 0.23
C -1.24 -0.26 0.31
O -2.23 -0.87 0.67
C 0.07 -0.99 -0.06
C 1.30 -0.23 0.03
C 2.28 0.37 -0.34
H -2.07 1.60 0.37
H -0.40 1.60 -0.10
H 0.03 -1.97 0.42
H 0.25 -1.21 -1.12
H 3.22 0.86 -0.40
*
```